No. 1
{"formula": "C4H9N2O", "method": "ωB97M-V with the def2-TZVPD basis set", "relative_energy_kcal_mol": 125.4, "homo_energy_ev": -13.957, "total_charge": 1, "multiplicity": 1, "lumo_ev": -3.6861, "species": ["O", "N", "N", "C", "C", "C", "C", "H", "H", "H", "H", "H", "H", "H", "H", "H"], "coordinates": [[-0.687, -0.360, -1.873], [0.092, 0.717, -1.646], [2.032, 1.583, -0.881], [-1.256, -0.970, 1.099], [-1.925, -1.506, 0.254], [-0.449, -0.222, 2.070], [1.344, 0.584, -1.350], [-0.456, 1.493, -1.239], [3.115, 1.541, -0.792], [-1.113, -0.056, 3.002], [-1.401, -0.556, -1.078], [1.862, -0.413, -1.572], [-2.256, -2.231, -0.478], [0.322, -0.980, 2.364], [1.696, 2.479, -0.676], [-0.142, 0.705, 1.493]]}



No. 2
{"formula": "C11H17BClIN2O3P", "method": "ωB97M-V with the def2-TZVPD basis set", "homo_energy_ev": -10.165, "total_charge": 1, "multiplicity": 1, "lumo_ev": -4.9243, "species": ["I", "Cl", "P", "O", "O", "O", "N", "N", "C", "C", "C", "C", "C", "C", "C", "C", "C", "C", "C", "B", "H", "H", "H", "H", "H", "H", "H", "H", "H", "H", "H", "H", "H", "H", "H", "H", "H"], "coordinates": [[4.324, 0.118, 2.365], [0.471, 4.693, 0.833], [0.330, 2.732, 1.635], [3.416, 2.922, 2.840], [-2.277, 1.295, 3.100], [-3.553, 1.041, 0.996], [5.999, -1.983, 0.021], [-6.129, -0.001, -0.935], [6.022, -3.420, -1.668], [6.146, -2.093, -1.336], [3.105, 1.935, 2.163], [-5.022, -0.714, -1.312], [5.796, -4.138, -0.467], [1.908, 1.853, 1.111], [-6.323, -0.375, -3.113], [-6.925, 0.214, -2.029], [5.791, -3.226, 0.559], [-5.116, -0.964, -2.659], [-1.102, 1.915, 0.721], [-2.325, 1.420, 1.673], [-4.265, -0.983, -0.590], [-2.700, 2.057, 3.549], [1.636, 0.741, 0.965], [0.146, 2.856, 3.045], [-7.849, 0.765, -1.941], [-6.707, -0.382, -4.122], [-4.397, -1.510, -3.252], [5.655, -3.354, 1.623], [5.655, -5.203, -0.366], [6.087, -3.829, -2.666], [6.039, -1.123, 0.543], [6.325, -1.221, -1.946], [-3.891, 1.834, 0.514], [-6.326, 0.316, 0.000], [2.223, 2.223, 0.072], [-1.459, 2.615, -0.106], [-0.708, 0.973, 0.181]]}



No. 3
{"formula": "C6H10N3O", "method": "ωB97M-V with the def2-TZVPD basis set", "relative_energy_kcal_mol": 157.9, "homo_energy_ev": [-12.491, -12.485], "total_charge": 1, "multiplicity": 1, "lumo_ev": [-6.2705, -6.2782], "species": ["O", "N", "N", "N", "C", "C", "C", "C", "C", "C", "H", "H", "H", "H", "H", "H", "H", "H", "H", "H"], "coordinates": [[-2.611, 0.306, -0.301], [-0.137, -1.478, -0.354], [0.539, 1.804, 0.782], [3.103, 0.943, 0.275], [2.153, -1.136, -0.358], [2.019, 0.150, 0.163], [1.104, -1.939, -0.660], [0.715, 0.555, 0.428], [-0.286, -0.287, 0.045], [-3.432, 1.165, 0.236], [1.329, 2.398, 1.010], [-4.286, 1.194, -0.463], [1.273, -2.920, -0.971], [-4.088, 0.806, 1.121], [-0.316, 2.048, 1.039], [-0.966, -2.102, -0.322], [3.199, -1.452, -0.625], [-2.927, 2.175, 0.361], [3.001, 1.819, 0.719], [4.033, 0.484, 0.328]]}



No. 4
{"formula": "C17H39Cl4F12N4O9S", "method": "ωB97M-V with the def2-TZVPD basis set", "relative_energy_kcal_mol": 0.0, "homo_energy_ev": [-10.642, -13.772], "total_charge": 2, "multiplicity": 2, "lumo_ev": [-5.8573, -6.4717], "s_squared": 0.751, "species": ["Cl", "Cl", "Cl", "Cl", "S", "F", "F", "F", "F", "F", "F", "F", "F", "F", "F", "F", "F", "O", "O", "O", "O", "O", "O", "O", "O", "O", "N", "N", "N", "N", "C", "C", "C", "C", "C", "C", "C", "C", "C", "C", "C", "C", "C", "C", "C", "C", "C", "H", "H", "H", "H", "H", "H", "H", "H", "H", "H", "H", "H", "H", "H", "H", "H", "H", "H", "H", "H", "H", "H", "H", "H", "H", "H", "H", "H", "H", "H", "H", "H", "H", "H", "H", "H", "H", "H", "H"], "coordinates": [[-20.071, 12.179, 28.101], [-21.574, 16.852, 19.995], [-24.739, 16.414, 20.838], [-23.285, 13.429, 27.099], [-20.817, 11.719, 20.764], [-15.744, 10.598, 23.408], [-21.935, 12.729, 23.024], [-17.737, 10.911, 22.537], [-21.920, 9.601, 25.472], [-17.805, 14.939, 22.391], [-16.196, 10.149, 21.384], [-19.821, 13.103, 22.861], [-23.420, 8.137, 25.107], [-20.548, 11.104, 23.341], [-17.491, 13.995, 24.389], [-22.212, 8.964, 23.453], [-16.471, 15.731, 23.968], [-20.034, 15.496, 24.176], [-24.593, 10.827, 25.488], [-18.608, 17.206, 24.651], [-24.236, 10.632, 23.226], [-15.190, 13.046, 22.774], [-21.858, 10.732, 20.588], [-19.468, 11.280, 20.414], [-16.520, 12.932, 20.898], [-21.183, 12.952, 20.081], [-23.893, 9.065, 20.540], [-21.540, 13.850, 17.519], [-17.770, 11.524, 18.475], [-21.952, 10.045, 17.816], [-16.055, 12.422, 21.917], [-22.853, 9.233, 24.615], [-13.423, 14.431, 23.356], [-20.763, 12.241, 22.618], [-20.758, 12.703, 26.511], [-19.847, 17.552, 26.737], [-21.635, 13.909, 26.636], [-16.440, 10.972, 22.364], [-23.425, 15.261, 21.332], [-21.995, 15.880, 21.469], [-17.623, 15.170, 23.690], [-24.989, 11.882, 21.341], [-23.934, 10.333, 24.548], [-19.518, 18.019, 25.303], [-18.888, 16.005, 24.158], [-25.100, 11.645, 22.888], [-14.478, 14.215, 22.339], [-19.933, 12.890, 25.824], [-21.688, 9.127, 18.144], [-23.391, 14.494, 20.558], [-21.694, 14.393, 25.661], [-25.438, 12.798, 20.959], [-20.553, 16.722, 26.776], [-21.316, 14.780, 17.196], [-13.713, 15.183, 24.090], [-14.109, 13.912, 21.359], [-21.335, 14.663, 27.363], [-24.317, 9.428, 19.698], [-22.857, 10.328, 18.165], [-25.414, 11.087, 20.728], [-20.436, 18.047, 24.715], [-21.481, 13.729, 18.520], [-22.120, 10.036, 16.820], [-22.517, 13.666, 17.340], [-23.396, 8.213, 20.323], [-18.531, 11.537, 17.811], [-23.795, 14.749, 22.220], [-18.178, 11.543, 19.399], [-20.958, 13.153, 17.076], [-17.192, 10.701, 18.383], [-12.658, 14.980, 22.807], [-24.871, 12.561, 23.432], [-17.239, 12.366, 18.309], [-13.041, 13.584, 23.926], [-21.235, 15.110, 21.601], [-23.120, 9.689, 20.721], [-23.951, 11.887, 21.007], [-18.983, 17.247, 27.327], [-19.167, 19.049, 25.239], [-24.386, 8.990, 21.418], [-21.229, 10.743, 17.919], [-21.876, 16.525, 22.340], [-26.125, 11.342, 23.098], [-20.249, 18.400, 27.292], [-15.141, 15.060, 22.156], [-21.415, 11.918, 26.138]]}